Entry 1:
Entry from OMol25: a structure of composition C10H22BaO15 at a distorted geometry (the ωB97M-V functional and the def2-TZVPD basis).

Values from the calculation:
calculated total energy: -1548.532137 hartree
frontier orbital gap (alpha / beta): 6.549 / 4.148 eV

```
! wB97M-V def2-TZVPD RIJCOSX def2/J DEFGRID3
* xyz -1 2
H -1.286 -1.709 4.321
H -1.594 -1.039 -3.500
C 1.678 -2.843 -1.954
O 0.588 1.440 -2.524
H 1.099 -1.226 -2.934
H -1.095 2.366 2.830
O 1.239 -1.519 -2.030
C -0.195 -1.003 3.203
O 0.369 3.029 -4.029
O 1.343 2.340 1.517
H 0.237 -3.740 -0.407
H 0.467 3.908 0.393
H -1.823 2.677 -0.028
H 0.604 2.178 -4.407
O 4.981 -1.349 0.402
H -2.698 2.342 3.421
C 0.247 2.637 -2.716
H 1.401 -3.546 -2.740
O -1.738 -1.476 -0.631
C -2.591 -0.958 -1.663
O -1.759 1.761 0.249
O 1.057 4.448 0.924
C -2.516 1.646 1.423
C 1.597 3.554 1.648
H 1.686 -4.475 -0.553
O -0.981 -1.442 2.355
C -2.126 2.518 2.510
H 2.744 -2.677 -2.111
O 4.543 -1.026 2.508
H -2.351 0.634 1.792
H -1.917 -2.653 -2.841
O 0.765 -0.315 2.825
Ba 0.407 0.099 0.052
H -2.210 -2.272 -0.373
O 2.399 3.768 2.524
H -2.400 0.115 -1.645
H -3.581 1.654 1.195
C 1.274 -3.468 -0.605
H -3.643 -1.125 -1.435
H -3.242 -1.761 -3.624
C 4.196 -0.867 1.243
H 1.503 -2.836 0.253
O -0.450 -1.261 4.473
O -0.115 3.381 -1.809
O 3.166 -0.234 0.969
H 5.326 -1.562 2.361
H -2.261 3.548 2.181
C -2.343 -1.665 -3.015
*
```


Entry 2:
Entry from OMol25: the molecule C5H6N2 at a distorted geometry (the ωB97M-V functional and the def2-TZVPD basis).

Values from the calculation:
calculated total energy: -303.549845 hartree
ΔE to the lowest compared entry with this formula, charge and spin: 226.4 kJ/mol
frontier orbital gap: 9.985 eV

```
! wB97M-V def2-TZVPD RIJCOSX def2/J DEFGRID3
* xyz 0 1
C -0.370 -0.578 -0.708
N -1.302 0.282 -0.965
H -2.489 1.441 0.396
H 0.823 1.020 0.290
C -1.718 0.690 0.305
H 1.439 -1.671 -1.258
C 1.195 -0.007 0.191
N -0.057 -0.739 0.667
C 1.040 -0.651 -1.214
H -0.972 0.287 2.357
H 2.107 -0.094 0.773
C -0.978 0.117 1.289
H 1.282 -0.099 -2.123
*
```


Entry 3:
Entry from OMol25: a cluster of 15 separate species, H30O15 in total at a distorted geometry (the ωB97M-V functional and the def2-TZVPD basis).

Values from the calculation:
calculated total energy: -1146.579658 hartree
ΔE to the lowest compared entry with this formula, charge and spin: 158.6 kJ/mol
frontier orbital gap: 10.174 eV

```
! wB97M-V def2-TZVPD RIJCOSX def2/J DEFGRID3
* xyz 0 1
H -1.362 2.870 0.348
H 0.219 -2.204 0.723
H -1.477 -2.476 2.611
H 1.354 1.767 0.234
H -1.351 1.258 3.318
O 1.316 1.114 3.025
H -1.454 3.361 1.843
H 2.810 0.664 -2.185
H -3.650 -0.562 -2.356
H -0.364 3.616 -1.127
O 2.488 -1.248 2.483
H 0.433 0.843 2.724
H 0.629 -0.170 -2.294
H 1.943 -1.735 1.854
O -1.381 0.428 2.856
O 0.996 -2.448 0.215
H 0.447 -0.461 -0.034
H 1.618 1.793 -3.684
H 1.803 2.118 1.618
H -2.034 0.490 2.178
O 0.968 2.429 -3.495
H -0.052 -2.864 -1.207
O -0.202 0.136 0.278
O -1.959 3.118 1.077
H -2.745 -1.839 -0.502
H 0.266 -3.865 -2.257
O -0.117 -0.590 -2.668
H 0.298 -1.375 -2.924
O -2.099 -1.982 0.182
O 2.237 0.356 -1.465
H -2.145 -0.376 -2.106
H 2.680 -0.489 -1.306
H 1.059 -3.355 0.456
O -0.598 -2.000 2.493
O 1.764 2.423 0.697
H 0.435 2.008 -2.789
H -1.696 -1.101 0.265
H 3.303 -1.824 2.561
H -0.863 -1.036 2.602
O -0.430 -3.311 -1.981
H -1.342 2.702 -1.716
O -0.572 2.662 -1.185
H -0.117 0.868 -0.326
H 1.955 0.410 2.772
O -3.010 -0.130 -1.806
*
```


Entry 4:
Entry from OMol25: a structure of composition C16H12Cl3N6OSeTm at a distorted geometry (the ωB97M-V functional and the def2-TZVPD basis).

Values from the calculation:
calculated total energy: -5887.830780 hartree
frontier orbital gap (alpha / beta): 5.680 / 5.033 eV

```
! wB97M-V def2-TZVPD RIJCOSX def2/J DEFGRID3
* xyz 0 3
Se 2.559 -2.689 2.455
C 1.433 3.987 -0.785
Tm 0.988 -0.395 -0.447
Cl 2.682 1.508 -1.475
C -0.421 -4.235 -1.135
C 0.723 -1.219 3.428
C 0.035 -2.388 -3.033
C -0.004 -3.754 -3.293
C -1.004 4.376 -0.478
C 0.157 2.544 -2.342
N -0.661 -5.042 -0.061
H 0.131 -1.677 -3.849
H 0.163 -4.067 -4.315
N -0.129 -4.704 -2.359
C -0.673 0.902 2.386
C -0.482 -2.819 -0.835
O -0.837 0.778 -0.981
C 0.968 -0.698 2.075
N 1.933 -1.311 1.367
H -1.677 5.098 -0.025
Cl 0.578 6.479 -0.348
C -0.953 0.462 3.688
N 0.199 0.291 1.517
Cl -2.817 2.633 0.417
C -0.729 2.052 -1.222
H -0.941 -5.976 -0.297
N 1.477 -2.211 3.864
H -1.284 1.740 2.007
H 0.389 1.713 -3.026
H -0.357 -1.068 5.218
C 0.304 4.804 -0.591
N -0.056 -1.933 -1.763
C -1.413 3.032 -0.528
H -0.652 -2.518 0.224
H -1.105 -4.666 0.801
C -0.223 -0.568 4.268
C 1.347 2.833 -1.533
H 2.362 4.340 -0.357
H -1.722 0.924 4.238
H -0.286 3.441 -2.873
*
```


Entry 5:
Entry from OMol25: a structure of composition C33H26FMnN7O4 (the ωB97M-V functional and the def2-TZVPD basis).

Values from the calculation:
calculated total energy: -3208.245485 hartree
ΔE to the lowest compared entry with this formula, charge and spin: 0.0 kJ/mol
frontier orbital gap (alpha / beta): 7.448 / 7.310 eV

```
! wB97M-V def2-TZVPD RIJCOSX def2/J DEFGRID3
* xyz 1 5
C -4.552 -0.304 -3.879
H 1.391 -2.718 3.843
N 0.787 1.147 -2.043
C 0.443 1.556 -4.358
H -1.188 0.447 3.076
H -4.975 -0.376 -4.871
C 4.261 0.373 -1.103
C -1.032 4.590 0.479
H -1.666 -0.902 -2.217
C -5.325 0.157 -2.825
H -1.779 -4.022 0.537
C 1.160 -3.109 1.869
C -2.871 -0.016 0.066
H -2.435 -0.963 0.379
C -3.234 -0.683 -3.652
Mn 0.169 0.707 0.087
N 0.176 2.669 0.377
C -3.464 -0.130 -1.317
C 4.925 0.074 0.073
H 4.804 0.435 -2.033
C 2.855 0.230 1.244
O -0.893 -2.896 4.781
C -1.523 -3.537 2.573
C -0.013 1.464 -3.055
N -1.811 0.999 0.142
C 1.027 3.695 0.510
H 1.625 -3.723 -0.559
C 0.582 -3.435 -0.437
H -0.028 -4.102 -1.044
C 2.617 0.986 -3.545
C -1.097 -3.729 1.324
N 2.224 0.519 0.097
H 5.992 -0.104 0.063
H -3.183 2.559 0.250
N 0.700 -3.003 3.163
O 0.034 -1.158 -0.056
C -2.137 2.259 0.242
H -0.427 0.000 5.404
N 0.699 0.353 2.270
H 2.176 1.354 -5.609
N 0.227 -3.563 0.962
H 0.759 5.880 0.693
O 0.731 -1.761 -2.110
F -2.804 -3.702 2.903
C 4.220 0.002 1.260
C 2.007 0.169 2.466
H 4.730 -0.243 2.179
H -1.053 1.638 -2.810
C -4.781 0.244 -1.549
C 0.448 -2.011 -0.959
C 0.323 4.902 0.579
H -0.240 1.814 -5.155
C 1.646 -0.118 4.812
C -1.101 3.202 0.349
C 1.781 1.304 -4.604
H -2.628 -1.058 -4.468
H 2.023 -0.304 5.808
H 3.575 -0.211 3.894
C 2.892 0.590 -1.063
O 2.297 -2.808 1.559
C 0.287 0.056 4.596
H -5.393 0.598 -0.727
H -6.354 0.448 -2.993
C 2.518 -0.064 3.736
C 2.082 0.919 -2.269
C -0.608 -3.125 3.632
C -2.693 -0.598 -2.379
C -0.138 0.297 3.302
H 2.094 3.540 0.555
H 3.662 0.786 -3.726
H -3.656 0.239 0.782
H -1.865 5.273 0.497
*
```


Entry 6:
Entry from OMol25: a structure of composition C14H16ClF11I2NO3PSi2 at a distorted geometry (the ωB97M-V functional and the def2-TZVPD basis).

Values from the calculation:
calculated total energy: -3898.117617 hartree
frontier orbital gap: 7.888 eV

```
! wB97M-V def2-TZVPD RIJCOSX def2/J DEFGRID3
* xyz 0 1
C 2.342 -2.943 0.603
H -1.343 -2.588 0.442
Si 0.885 -4.840 -2.291
I -1.790 -0.519 2.104
F -1.899 3.458 1.509
C -1.309 6.717 1.655
C -2.551 -1.160 -0.761
C 3.258 -4.663 2.099
F 1.213 -7.388 -1.311
C -3.004 4.624 -0.241
F -0.413 -7.171 -2.836
F -0.706 -6.480 -0.786
P 2.530 -1.727 -2.480
H 3.262 -5.737 2.375
Cl 0.153 -4.433 -4.214
C -1.357 -1.509 0.196
N 4.100 -3.907 2.821
H 3.361 -1.046 1.056
Si 1.215 -2.429 -0.814
C -2.430 6.808 0.604
I 0.903 0.559 0.778
O 0.224 -3.769 -1.190
H 0.439 6.930 0.375
H 1.735 -5.059 0.602
C -2.874 3.344 0.583
O -3.341 5.718 0.548
H 4.692 -1.934 2.890
H 3.893 -1.888 -2.098
H -2.487 -0.116 -1.120
C 3.260 -2.107 1.318
H -2.052 7.075 -0.385
H 2.347 -4.863 -2.227
C 0.034 -0.999 -0.428
H -2.605 -1.898 -1.587
C 2.386 -4.301 1.063
F 0.012 5.003 0.649
H -3.049 7.655 0.903
F -2.546 2.302 -0.216
C 4.030 -2.646 2.358
F -1.724 5.941 2.680
H -0.233 -0.521 -1.398
F -4.012 4.473 -1.131
C 0.056 6.256 1.146
F 0.948 6.240 2.168
C 0.218 -6.596 -1.786
O 2.295 -0.241 -2.641
H -3.809 3.113 1.098
H -3.471 -1.266 -0.147
H 2.263 -2.327 -3.742
F -1.147 7.971 2.168
F -1.899 4.886 -0.963
*
```


- Look up the calculated total energy of the sixth one.
  -3898.117617 hartree


- Among the records above, which one has the highest calculated total energy?
  C5H6N2